45
Properties=species:S:1:pos:R:3 method="wB97M-V/def2-TZVPD" relative_energy_kj_mol=74.4 orbital_gap_ev="5.830 / 6.197" e_lumo_ev="-0.2 / -1.5" spin_multiplicity=6 homo_ev="-6.04 / -7.65"
C -0.107 -0.668 -2.144
C -0.898 1.958 -1.633
C -1.054 -0.852 -3.271
H 0.317 -1.589 -1.722
C -2.279 1.375 -1.641
H -0.812 2.884 -1.049
H -0.791 -0.177 -4.110
H -2.981 1.887 -0.961
C -2.562 -0.732 -3.056
H -2.917 -1.348 -2.212
H -3.064 -1.099 -3.962
C 0.942 0.420 -2.464
H 1.522 0.158 -3.362
H 1.690 0.509 -1.664
C 0.193 1.766 -2.676
H -0.173 1.841 -3.714
H 0.911 2.595 -2.561
C -2.956 0.751 -2.855
H -2.759 1.327 -3.776
H -4.047 0.806 -2.707
Mn -1.056 0.369 -0.691
H -0.748 -1.836 -3.710
S 0.903 -0.723 3.152
C 2.152 0.187 2.300
C 3.525 0.204 2.535
C 4.347 0.920 1.649
C 3.792 1.658 0.593
C 2.410 1.665 0.380
C 1.604 0.850 1.186
N 0.296 0.418 0.903
C -0.216 -0.361 1.873
C -1.569 -0.852 1.733
C -2.197 -1.681 2.694
C -3.504 -2.115 2.480
C -4.205 -1.731 1.330
C -3.588 -0.901 0.361
C -2.273 -0.480 0.544
H 3.926 -0.355 3.376
H 5.427 0.919 1.790
H 4.436 2.236 -0.072
H 1.937 2.279 -0.385
H -1.635 -1.969 3.581
H -3.980 -2.757 3.221
H -5.229 -2.068 1.171
H -4.142 -0.573 -0.522